A 7-piece molecular cluster, C35H84BN2O21P overall at a distorted geometry, computed with wB97M-V/def2-TZVPD.

The geometry in XYZ format:
```
144
Properties=species:S:1:pos:R:3:mulliken_charge:R:1
P -2.8985 1.9138 2.2912 0.603
O -4.3696 -7.3434 6.4507 -0.383
O 5.4020 -4.0834 -1.8250 -0.339
O -9.5634 -4.7328 1.2698 -0.417
O -8.0211 3.4281 0.6564 -0.489
O -1.4805 2.2831 2.2428 -0.791
O -3.3718 -1.8506 5.2621 -0.569
O -3.1176 0.9603 3.5727 -0.417
O 9.4152 6.0020 0.3796 -0.385
O -6.0192 1.7075 1.7142 -0.409
O -3.5763 -1.9607 3.1017 -0.210
O -2.6349 2.6737 -1.6048 -0.594
O 7.0940 -0.5231 -6.2336 -0.351
O 5.8804 1.2228 -4.2047 -0.277
O 2.8392 4.9969 -2.7415 -0.392
O -7.9035 -2.3837 0.6622 -0.040
O -9.6225 1.7947 1.3774 -0.585
O 6.6046 -5.8312 -3.8583 -0.407
O -3.7104 3.2962 2.5024 -0.507
O 6.6161 5.2764 -0.1417 -0.296
O -6.1465 -5.0508 5.9672 -0.398
O 4.5470 7.3009 -3.3936 -0.311
N -0.5716 2.8181 -0.5876 0.302
N -3.3007 1.2204 0.8097 0.632
C 8.5055 5.5322 1.3640 -0.510
C -4.9441 -7.4557 7.7421 -0.725
C -8.9597 -2.4047 1.6131 -0.347
C 7.4169 0.8485 -6.0501 -0.628
C 5.7964 -0.7187 -6.7717 -0.690
C 7.2421 1.2771 -4.6063 -0.432
C 6.7643 -4.0350 -2.2266 -0.587
C -1.8242 2.2537 -0.8472 -0.247
C 9.1100 7.3102 -0.0760 -0.694
C 6.9735 5.0624 -1.4987 -0.765
C 7.4683 4.5991 0.7701 -0.628
C -2.8328 -2.0442 4.2308 0.840
C -2.1625 0.9394 -0.0716 -0.543
C -5.5677 -5.8509 4.9501 0.136
C 6.9342 -4.4620 -3.6719 -0.237
C -5.3408 -7.2763 5.4170 -0.647
C -8.5061 -5.5454 0.7867 -0.632
C -1.3580 -2.4314 4.2170 -1.253
C -8.3686 -2.4605 -0.6777 -0.921
C -0.4966 4.2297 -0.9778 -0.973
C 3.8925 4.1592 -3.1906 -0.742
C -3.8516 -1.2872 0.8270 -1.213
C 3.4799 7.3267 -2.4536 -0.703
C 4.0991 7.1916 -4.7347 -0.762
C 3.2774 5.9729 -1.8031 0.102
C -7.2567 1.7826 2.4602 -0.581
C 5.0876 -5.2476 -1.0784 -0.772
C -5.1927 -4.2318 6.6366 -0.466
C 5.5766 0.0559 -3.4578 -0.834
C 5.3059 -6.0187 -4.3950 -0.721
C -4.3545 0.1810 0.7867 0.309
C -2.8283 -1.5832 1.9250 -0.618
C -9.1342 -3.7792 2.2296 -0.461
C 0.5150 2.0146 -1.1554 -1.021
C -5.5070 0.3913 1.7727 -1.618
B -8.3657 2.3522 1.4483 0.578
H 0.2420 0.9555 -1.2371 0.407
H 5.0520 -0.0893 -6.2795 0.287
H -2.2397 -2.4574 1.6086 0.519
H 4.4929 -0.0522 -3.4264 0.306
H 3.7524 8.0480 -1.6771 0.401
H 4.0026 -5.3442 -1.0507 0.239
H 8.0234 6.3705 1.8767 0.325
H -7.5198 -2.7143 -1.3121 0.218
H 6.8200 1.4793 -6.7164 0.339
H -8.2090 -4.1062 2.7145 0.092
H -4.8348 0.2747 -0.2028 0.358
H 0.0954 4.3595 -1.8950 0.278
H 2.5550 7.6723 -2.9257 0.377
H 6.6403 4.0680 -1.8162 0.229
H -4.2873 -4.7873 6.8920 0.325
H 8.0500 5.1583 -1.6575 0.509
H -4.6323 -5.4077 4.5930 0.110
H -4.9339 -3.3758 6.0124 0.061
H -6.2742 -5.8686 4.1129 0.123
H -4.1715 -7.2234 8.4742 0.243
H 5.9495 0.1622 -2.4334 0.349
H 9.6628 7.4812 -0.9990 0.248
H 5.8002 -0.5072 -7.8462 0.323
H -3.4285 -1.5601 -0.1443 0.540
H -5.2858 0.0366 2.7908 0.438
H 4.9517 6.9045 -5.3498 0.244
H 3.7229 8.1586 -5.0844 0.295
H -8.7658 -1.4899 -0.9935 0.283
H -6.3098 -0.2704 1.3934 0.703
H -1.2874 0.5295 0.4448 0.543
H -9.9127 -3.7227 2.9962 0.417
H -0.6904 -1.5715 4.1221 0.269
H -8.8514 -6.0410 -0.1198 0.247
H 5.3096 -5.8043 -5.4692 0.309
H 5.5072 -6.1477 -1.5325 0.336
H 5.5250 -1.7633 -6.6218 0.211
H -1.1675 -3.2146 3.4757 0.355
H 6.0038 -0.8409 -3.9122 0.300
H -4.7177 -1.9402 0.9933 0.540
H 6.3393 -3.8267 -4.3362 0.151
H 7.3859 -4.6462 -1.5652 0.358
H 9.0923 4.9787 2.1037 0.377
H 0.8118 2.3639 -2.1539 0.331
H -2.1373 -0.7563 2.1168 0.337
H 5.0295 -7.0621 -4.2476 0.255
H -9.8959 -2.0619 1.1596 0.450
H 3.5538 3.6378 -4.0853 0.368
H -8.6907 -1.7009 2.4096 0.212
H 0.0757 4.7451 -0.1893 0.293
H -8.2508 -6.3087 1.5295 0.312
H 4.5653 -5.3867 -3.9003 0.323
H 8.0440 7.4328 -0.2787 0.270
H -5.7762 -6.7622 7.8792 0.315
H 6.8372 4.2198 1.5801 0.394
H 9.4280 8.0496 0.6667 0.329
H 3.3195 6.4345 -4.8426 0.330
H 7.9861 -4.3458 -3.9500 0.386
H -1.1662 -2.8679 5.1997 0.410
H -1.4684 4.7183 -1.0292 0.400
H 7.0915 -2.9947 -2.1306 0.384
H -7.9803 3.1020 -0.2547 0.298
H -9.1366 -3.2269 -0.7976 0.393
H -7.0974 2.4686 3.3072 0.247
H -3.5983 1.4625 4.2531 0.311
H 6.4644 5.8133 -2.1035 0.221
H -9.5637 0.8494 1.5705 0.312
H -3.1387 3.9463 2.0638 0.324
H 2.4925 6.0616 -1.0452 0.349
H -4.9546 -7.8634 4.5774 0.383
H -7.5176 0.7965 2.8714 0.265
H 7.9498 3.7426 0.2881 0.343
H 7.5646 2.3190 -4.5112 0.359
H -5.6503 -3.8700 7.5572 0.288
H 4.1921 5.6441 -1.3007 -0.095
H -7.6167 -4.9581 0.5481 0.235
H 5.4580 -5.1470 -0.0528 0.313
H 1.3696 2.0615 -0.4674 0.280
H -2.4158 0.2243 -0.8617 0.518
H 7.8664 0.6691 -3.9442 0.357
H 8.4688 0.9693 -6.3266 0.378
H -6.2823 -7.7317 5.7404 0.341
H 4.7899 4.7282 -3.4378 0.300
H -5.2913 -8.4810 7.9103 0.324
H 4.1301 3.4174 -2.4204 0.309
```

Results
- Net charge: 0
- Energy above the lowest of the compared OMol25 structures with the same formula, charge and spin: 0.0 kcal/mol
- E_LUMO: 0.3 eV
- Orbital gap: 9.2 eV
- Energy: -3439.598973 hartree

C35H87BF4N9O11Rb2 as an isolated structure at a distorted geometry, computed with wB97M-V/def2-TZVPD.

The geometry in XYZ format:
```
149
Properties=species:S:1:pos:R:3:mulliken_charge:R:1
Rb -1.5097 4.7952 4.4593 0.994
Rb 1.8181 5.1760 -1.2724 0.878
F -0.5519 0.0858 0.1648 -0.357
F -2.1803 0.9912 1.4470 -0.453
F -0.2831 2.1674 1.0739 -0.451
F -1.7392 1.8759 -0.4893 -0.342
O -7.7968 2.3796 5.8778 -0.709
O -1.0182 -5.0664 12.7850 -0.343
O 4.9984 5.6662 -2.9373 -0.211
O -5.3052 5.8097 0.9857 -0.299
O 2.6378 2.4698 -6.7555 -0.344
O -4.4860 -3.7517 -2.3520 -0.677
O -0.5712 6.6069 -3.8505 -0.203
O -7.2177 3.3999 -3.9093 -0.349
O 3.6525 -8.2880 -1.1537 -0.462
O -2.0743 -4.4810 7.0498 -0.325
O 5.1848 1.8047 1.2881 -0.333
N 0.5750 4.2538 -5.3312 -0.206
N -8.4738 2.9786 3.7819 -0.359
N -6.0564 3.4828 -0.8823 -0.095
N -4.3304 -2.2193 -0.6728 -0.379
N 5.5972 3.2538 -1.2155 -0.299
N -6.4177 2.4761 4.2252 -0.352
N -2.1218 -5.6573 9.8540 -0.415
N 3.8871 -7.1342 -1.8238 0.414
N -3.0453 -2.1591 -2.4195 -0.340
C 3.9920 -5.4453 -0.0099 -1.592
C 4.9147 5.6992 -4.3460 -0.581
C 4.8227 1.2987 0.0002 -0.359
C 5.7377 1.7867 -1.0404 -0.879
C -1.5769 -6.3143 8.6065 -0.863
C 5.1331 -5.9616 -3.5889 -1.201
C -1.2124 -4.5904 10.2770 -0.388
C -1.0805 6.1841 -5.1152 -0.682
C -0.8564 4.6540 -5.2751 -0.732
C 0.5528 2.8006 -5.3838 -0.739
C 3.2121 -5.8917 -1.3204 1.395
C 6.2533 5.3049 -2.3794 -0.774
C 1.7483 -6.1296 -1.0759 -1.891
C -4.0345 -2.7304 -1.8572 0.642
C -0.1082 7.9588 -3.8325 -0.902
C -1.7811 -3.7943 5.8327 -0.794
C 4.2529 1.6734 2.3907 -0.664
C -5.9795 4.8650 -1.2444 -0.462
C -6.9504 2.6931 -1.6515 -0.967
C 6.4626 -6.9446 -1.7036 -1.757
C -1.0100 -5.3141 7.4858 -0.545
C -0.9150 -4.5086 14.1314 -0.712
C 5.4650 -8.4500 -3.2719 -2.054
C -6.5044 6.5403 1.2790 -0.847
C 3.8840 1.8974 -6.8760 -0.595
C 3.3326 -4.7747 -2.4374 -1.102
C 6.5373 3.7396 -2.1925 -0.623
C -7.6019 2.6023 4.6694 0.714
C 1.9583 2.2329 -5.4580 -0.552
C -7.0143 3.1375 -5.3366 -0.771
C 4.6693 -4.5691 -3.0697 -0.605
C -6.5764 2.4540 -3.1321 -0.397
C -4.9550 5.6408 -0.3757 -0.564
C 5.1607 -7.1163 -2.5552 1.542
C -1.4231 -4.0859 11.7539 -0.627
B -1.1493 1.2243 0.5310 0.596
H -7.0423 6.0945 2.1157 0.275
H -4.8112 6.5845 -0.9018 0.345
H -4.9453 -2.8109 -0.1325 0.209
H -2.1217 6.4798 -4.9864 0.380
H -6.1741 2.6055 3.2536 0.174
H 0.0363 -3.9963 14.2751 0.278
H -3.9707 5.1732 -0.3985 0.324
H 6.1859 -5.8606 -3.8525 0.410
H 2.6082 -4.9806 -3.2253 0.381
H 4.6253 2.4205 -6.2718 0.120
H -0.8136 -7.0462 8.8707 0.401
H 0.0474 8.2917 -2.8063 0.302
H 6.2791 5.7158 -1.3702 0.284
H -2.5725 -3.1481 5.4530 0.288
H -5.7704 2.3843 4.9950 0.177
H 2.6730 2.6042 -4.7235 0.240
H -1.2773 4.3111 -6.2203 0.412
H -0.7299 8.7691 -4.2131 0.342
H -2.4600 -3.8111 11.9469 0.379
H 0.8749 8.2173 -4.2258 0.326
H 7.4475 -7.2957 -2.0114 0.405
H 1.0597 4.5820 -6.1543 0.270
H -6.3007 7.5767 1.5479 0.320
H 3.8303 1.6704 -0.2548 0.251
H -5.1346 3.0704 -0.8658 0.167
H 4.1853 -6.1073 0.8342 0.296
H 6.2632 -8.3524 -4.0077 0.425
H -7.9914 3.0150 -1.6213 0.333
H -9.4040 3.2331 4.0820 0.219
H -7.9034 2.5714 -5.6143 0.282
H 5.5381 6.4604 -4.8150 0.326
H -3.8970 -1.4485 -0.1847 0.188
H -5.4989 2.4623 -3.2965 0.304
H 5.0715 4.7176 -4.7930 0.174
H 4.5164 -6.2733 -4.4319 0.382
H -1.4454 -4.3691 4.9696 0.312
H 4.5296 -8.7163 -3.7641 0.515
H -1.0276 -5.3336 14.8349 0.242
H -1.3024 -3.6882 9.6720 0.234
H 0.0387 2.3588 -6.2374 0.319
H 3.9235 6.0731 -4.6028 0.193
H 7.0565 5.8882 -2.8296 0.421
H -0.1966 -4.9533 10.1208 0.378
H -7.3241 6.7155 0.5821 0.310
H -5.7192 5.1190 -2.2719 0.304
H 5.7502 -9.2752 -2.6193 0.351
H 3.0925 -8.7567 -1.7769 0.334
H -6.9656 5.3021 -1.0874 0.274
H 6.7827 1.5578 -0.8310 0.370
H 1.9734 1.1780 -5.1843 0.452
H -1.5796 -3.6549 14.2637 0.312
H 1.1925 -5.1933 -1.0256 0.363
H -2.7280 -2.4168 -3.3431 0.205
H -2.2407 -6.4486 10.4704 0.268
H -0.9625 -3.0955 6.0054 0.312
H 6.6360 -5.8937 -1.4720 0.307
H -2.4149 -1.6811 -1.7916 0.151
H 6.3515 -7.3859 -0.7132 0.386
H 4.9210 0.2172 -0.0930 0.398
H 5.4764 1.4038 -2.0269 0.410
H 5.8213 3.4933 -0.2603 0.293
H -6.8732 1.4499 -3.4349 0.520
H 4.7049 1.9359 3.3472 0.254
H -6.0591 2.6949 -5.6191 0.327
H -8.1605 3.1836 2.8438 0.144
H 7.5115 3.6553 -1.7110 0.413
H 5.4128 -4.1129 -2.4161 0.342
H -7.1666 4.0696 -5.8808 0.260
H 1.3976 -6.7015 -0.2168 0.411
H 3.1257 -3.8400 -1.9163 0.460
H -2.3294 -6.9429 8.1303 0.415
H -0.6073 6.6869 -5.9587 0.384
H 3.4308 -4.5710 0.3199 0.430
H 4.9848 -5.0456 -0.2162 0.368
H 1.3008 -6.8086 -1.8016 0.422
H 3.3364 2.2546 2.2897 0.229
H -0.7419 -5.9318 6.6287 0.492
H 0.0493 2.3484 -4.5294 0.491
H 4.2751 1.9719 -7.8907 0.269
H 3.9395 0.6295 2.3849 0.311
H 3.8738 0.8617 -6.5363 0.317
H -0.1417 -4.7091 7.7469 0.368
H -0.7550 -3.2264 11.8082 0.332
H -6.8888 1.6945 -1.2191 0.404
H 6.6032 3.2003 -3.1374 0.454
H -1.3285 4.1713 -4.4194 0.401
H 4.5114 -3.9259 -3.9354 0.326
```

Results
- Net charge: +1
- E_LUMO: -4.1 eV
- Orbital gap: 4.7 eV
- Energy: -3178.371985 hartree

A 11-piece molecular cluster, C36H101N7O15 overall at a distorted geometry, computed with wB97M-V/def2-TZVPD.

The geometry in XYZ format:
```
159
Properties=species:S:1:pos:R:3:mulliken_charge:R:1
O 1.8863 4.2409 3.3951 -0.809
O 1.9588 2.6087 -3.7115 -0.471
O 1.0034 1.7724 4.8346 -0.788
O 5.3551 -1.3518 -3.1741 -0.534
O 0.4890 -4.1288 3.4839 -0.502
O 7.2296 4.3489 1.4119 -0.436
O -4.2966 -3.9781 0.1913 -0.443
O -0.7722 3.7087 -2.9527 -0.580
O -2.4147 0.9498 0.8503 0.725
O 0.4641 0.0480 -0.5548 0.492
O 4.6924 -2.3415 0.2531 -0.720
O -0.8412 4.1408 3.1903 -0.445
O 3.0763 -1.1661 4.1530 -0.493
O -7.1646 3.1969 -0.1054 -0.456
O -1.8349 -3.2127 -5.8144 -0.358
N 3.6793 0.0880 1.2921 0.048
N 4.4311 2.6129 3.1777 -0.085
N -4.8241 0.8640 -1.8414 -0.221
N -0.1225 -5.5958 0.9722 -0.468
N 0.7450 -3.8026 -5.4397 -0.761
N -5.8574 -2.2815 -1.5870 -0.445
N -2.8183 -0.5303 4.1005 -0.754
C 1.5745 -0.5147 0.1078 1.157
C 0.9246 -3.7200 2.1887 0.597
C 2.4079 -0.2198 5.0500 -1.029
C 5.7253 3.2314 3.0572 0.411
C 1.1393 -4.9341 1.2687 0.036
C 1.2051 4.1612 2.1929 0.313
C -0.9734 -2.1939 -5.3483 -0.954
C 1.6731 0.7311 4.1391 2.850
C 5.5349 -1.4234 -1.7798 -0.427
C 3.1274 1.3791 -0.7592 -1.545
C 0.1725 -2.8177 -4.5699 1.185
C -1.8814 2.1156 0.2926 -0.012
C -5.6589 2.0721 -1.7142 0.393
C -0.3860 2.3258 -3.1338 0.574
C 0.7286 2.0766 -4.1661 -0.410
C -4.6861 -3.0468 -2.0336 0.171
C 1.2464 -1.8202 -4.1417 -0.635
C -6.5426 4.4585 -0.1721 -0.689
C -0.5452 -0.9003 -0.7799 -0.183
C 0.1046 -3.0284 4.2841 0.125
C -3.4443 -4.1608 1.3683 -0.253
C 7.4843 5.6599 1.9270 -0.679
C 1.7497 -4.4145 -0.0732 -1.134
C -4.3259 -0.6722 2.2175 -1.202
C -3.6565 -3.2394 -0.8717 0.023
C 2.6102 0.6469 0.4459 2.129
C -3.9097 -2.2787 -3.1796 -0.830
C -2.6887 -2.7988 -6.8711 -0.934
C -6.7032 2.0522 -2.8006 -1.633
C -2.2840 0.8865 2.2128 -0.877
C -2.8607 -0.4491 2.6248 3.127
C -0.0992 4.9024 2.2186 -0.770
C 6.8389 2.1748 3.3017 -1.557
C 4.5704 -2.4241 -1.1687 0.310
C -6.2845 2.1229 -0.3021 -0.448
C 5.9240 3.8306 1.6763 -0.346
H -4.5247 -2.4022 -4.1101 0.300
H -3.2351 -1.3764 4.4756 0.295
H 0.8072 0.9882 -4.3782 0.011
H 6.5154 -1.7838 -1.4918 0.360
H 1.5337 -4.3173 -5.0338 0.243
H 3.5363 -2.1990 -1.5215 -0.569
H -4.4275 -0.3155 1.1844 -0.025
H 2.5335 2.5600 -4.4721 0.278
H 4.8071 -3.4428 -1.4448 0.732
H 0.1089 -4.4655 -5.8375 0.233
H 1.8536 -5.5978 1.7812 0.301
H -6.8555 1.2013 -0.2112 0.317
H -4.4280 0.6588 -0.9037 -0.055
H 2.0669 1.4489 0.9946 -0.648
H 3.4763 0.6530 -1.4333 0.277
H 8.3592 6.0230 1.4126 0.297
H 5.8255 3.9961 3.8625 0.375
H -4.9321 -4.0385 -2.4627 0.326
H 6.6396 1.7813 4.2781 0.490
H -0.4174 -6.1172 1.7833 0.277
H 5.1509 4.5746 1.3624 0.464
H -2.6090 -4.8061 1.1573 0.211
H -3.7788 -1.2658 -2.8548 0.195
H -1.3983 -0.3670 -1.1857 0.087
H -6.2556 -2.7146 -0.7589 0.225
H -0.8198 2.0979 0.4236 -0.729
H -0.5429 -1.7162 -6.2364 0.776
H 0.7603 -1.0942 -3.4864 -0.402
H 2.0778 -5.3299 -0.5466 0.587
H -5.5271 2.1123 0.4911 0.308
H 7.7936 2.6508 3.1945 0.419
H 1.8233 4.5159 1.3599 0.474
H -1.9735 2.0446 -0.8058 -0.127
H 7.5794 5.7121 3.0250 0.257
H -4.6342 -1.7211 2.1089 0.300
H -0.2102 -1.5685 -1.5962 -0.182
H 0.8389 2.5370 4.2973 0.360
H -2.0844 -2.4513 -7.7100 0.354
H -2.9925 -2.7936 -3.4025 0.099
H -7.3873 1.2474 -2.5304 0.358
H -4.0484 -4.6018 2.1681 0.349
H -0.8497 -1.4282 0.1492 -0.306
H 1.7596 -1.2608 -4.9417 0.490
H 4.4310 -1.4863 0.6692 0.447
H 2.4397 1.1719 3.4773 -1.170
H -5.4262 0.0165 -1.9277 0.091
H -0.0593 5.9278 2.5381 0.495
H 4.3421 1.9998 3.9696 0.016
H -7.3222 5.1781 0.0551 0.263
H -6.0717 4.7458 -1.1230 0.268
H 3.2233 -0.4896 2.0125 -0.090
H -3.0675 -3.2009 1.7458 -0.085
H -0.0016 -6.2102 0.1758 0.195
H -1.4765 4.7376 3.5864 0.257
H -3.4311 -2.2481 -0.4589 -0.412
H 5.3925 -0.4331 -1.2712 0.009
H 6.0434 -0.9364 -3.6730 0.284
H 2.0273 -1.3201 -0.4970 -0.975
H 0.1957 -3.0534 1.7315 -0.457
H -5.7370 4.4334 0.5506 0.294
H 3.5461 -1.8127 4.6835 0.237
H -2.2422 -1.2559 2.1603 -1.438
H -6.1864 1.8816 -3.7609 0.395
H -6.5145 -2.1397 -2.3530 0.238
H 5.7672 2.9771 0.9973 -0.097
H -2.8003 1.7498 2.7137 0.265
H 4.0702 0.8725 1.8059 -0.127
H 2.3791 2.0408 -1.1778 0.156
H 6.8205 1.3292 2.6095 0.256
H 1.8628 -3.1380 2.1700 0.171
H -3.3034 -2.0007 -6.5619 0.359
H -0.7385 -2.4486 3.8397 -0.160
H -7.1946 3.0177 -2.9663 0.359
H -1.9151 -0.4175 4.5342 0.171
H -0.1544 1.8468 -2.1690 -0.565
H -5.0274 -0.2000 2.9313 0.386
H 1.8930 -0.7914 5.8422 0.429
H -2.3743 2.9571 0.7249 0.591
H 1.2003 -0.9694 1.0614 -0.576
H -0.2950 -3.2160 -3.6728 -0.181
H -4.9710 2.9198 -1.9487 0.303
H 1.2291 4.4715 4.0671 0.388
H -0.5507 4.9682 1.2276 0.313
H 3.8273 2.1372 -0.4298 0.088
H 2.6657 -3.8310 0.0663 0.148
H -2.6606 -3.6472 -1.1351 0.424
H 0.0277 4.2287 -3.0016 0.359
H 0.9486 3.1371 1.8550 -0.324
H 6.6307 6.3278 1.6631 0.286
H 3.7437 3.3859 3.1591 -0.092
H -1.2313 1.0272 2.5359 -0.550
H -1.4741 -1.4563 -4.6988 0.127
H 0.9555 -2.3254 4.4547 -0.084
H 0.3847 2.6551 -5.0058 0.545
H 1.0070 -3.8593 -0.7041 0.108
H 2.0843 -2.2820 -3.6161 0.218
H 0.9822 0.1403 3.5087 -0.750
H -1.3157 1.8413 -3.4672 0.292
H 3.2059 0.3457 5.5347 0.393
H -0.2228 -3.3688 5.2502 0.455
H -3.3508 -3.5206 -7.2756 0.322
```

Results
- Net charge: 0
- Energy above the lowest of the compared OMol25 structures with the same formula, charge and spin: 48.0 kcal/mol
- E_LUMO: 0.2 eV
- Orbital gap: 9.0 eV
- Energy: -2943.872178 hartree